(w)
# C3H7N3O

One molecule with the formula C3H7N3O (wB97M-V/def2-TZVPD, the OMol25 dataset).

```
14
C3H7N3O (wB97M-V/def2-TZVPD)
H 3.85731 0.21036 -0.74514
N 3.03391 -0.29147 -0.42316
C 2.02869 0.48155 -0.44349
N 0.78056 0.00994 -0.07283
C -0.27916 0.86822 0.18603
O -0.15553 2.07725 0.19331
N -1.47313 0.23961 0.47784
C -1.97597 -0.92376 -0.23361
H 2.01254 1.52882 -0.74823
H 0.74361 -0.94465 0.25285
H -2.18138 0.93726 0.65399
H -1.15052 -1.58948 -0.47415
H -2.49299 -0.65803 -1.16799
H -2.66562 -1.47067 0.41375
```

**Lowest unoccupied orbital energy**: 0.8133 eV
**HOMO energy**: -9.79 eV
**Orbital gap**: 10.60 eV
**SMILES**: [H]/N=C/NC(=O)NC

Atom charges from the Mulliken analysis, given in e for atoms 1 to 5: atom 1 (H): 0.26, atom 2 (N): -0.64, atom 3 (C): 0.02, atom 4 (N): -0.24, atom 5 (C): 0.45


(x)
# C3H7N3O

One molecule with the formula C3H7N3O (wB97M-V/def2-TZVPD, the OMol25 dataset).

```
14
C3H7N3O (wB97M-V/def2-TZVPD)
C -1.52636 1.06604 -0.91011
N -0.93937 0.68227 0.37040
C 0.19038 -0.12917 0.30018
O 0.36339 -1.02073 -0.82457
N 1.64003 0.26776 0.19060
C 1.46451 -1.19761 0.11251
N 0.55686 -1.20245 1.28551
H -1.80477 0.16052 -1.44983
H -0.86425 1.66230 -1.54959
H -2.43744 1.62852 -0.70530
H -0.75364 1.47938 0.96818
H 1.98227 0.49392 1.13020
H 2.24728 -1.92343 -0.09964
H -0.11890 -1.96732 1.18147
```

**Lowest unoccupied orbital energy**: 1.0513 eV
**HOMO energy**: -9.56 eV
**Orbital gap**: 10.61 eV

Atom charges from the Mulliken analysis, given in e for atoms 1 to 5: atom 1 (C): -0.82, atom 2 (N): -0.30, atom 3 (C): 0.48, atom 4 (O): -0.53, atom 5 (N): -0.54


(y)
# C3H7N3O

One molecule with the formula C3H7N3O (wB97M-V/def2-TZVPD, the OMol25 dataset).

```
14
C3H7N3O (wB97M-V/def2-TZVPD)
C -0.81474 -1.18547 -0.71775
N 0.45010 -0.52991 -0.91763
N 1.47151 -1.43116 -0.36698
C 1.95296 -0.35742 0.42819
O 2.97850 -0.19401 1.03273
N 0.87462 0.43734 0.08583
C 0.57205 1.88954 0.24800
H -0.67386 -2.18154 -0.43977
H -1.43463 -0.66152 0.01528
H -1.31122 -1.13076 -1.61013
H 2.16319 -1.70920 -1.02424
H -0.46968 1.92064 0.78700
H 1.31038 2.19257 0.96998
H 0.71169 2.41485 -0.79421
```

**Lowest unoccupied orbital energy**: 0.9077 eV
**HOMO energy**: -8.90 eV
**Orbital gap**: 9.81 eV
**SMILES**: Cn1[nH]c(=O)n1C

Atom charges from the Mulliken analysis, given in e for atoms 1 to 5: atom 1 (C): -0.73, atom 2 (N): -0.08, atom 3 (N): -0.32, atom 4 (C): 0.40, atom 5 (O): -0.59


(z)
# C3H7N3O

C3H7N3O as an isolated structure (wB97M-V/def2-TZVPD, the OMol25 dataset).

```
14
C3H7N3O (wB97M-V/def2-TZVPD)
C -0.41130 -1.61883 0.85923
N -1.53461 0.48486 -0.02186
C -0.49540 -0.24565 0.29287
N 1.73681 -0.16044 -0.54524
C -0.22175 1.72316 -0.71775
N 0.57460 0.47458 -0.07637
O 0.01641 2.04912 -1.85635
H -2.34511 0.46425 0.58730
H 2.53534 0.26954 -0.08679
H 1.80703 0.03393 -1.54422
H -0.47947 2.43582 0.07872
H 0.49678 -2.12397 0.53793
H -1.26472 -2.21854 0.54303
H -0.41461 -1.56783 1.94950
```

**Lowest unoccupied orbital energy**: 0.9043 eV
**HOMO energy**: -9.10 eV
**Orbital gap**: 10.01 eV

Atom charges from the Mulliken analysis, given in e for atoms 1 to 5: atom 1 (C): -1.06, atom 2 (N): -0.50, atom 3 (C): 0.45, atom 4 (N): -0.63, atom 5 (C): 0.23


Most stable structure - (w); separation to the second - 62.9 kcal/mol.


(w)
# C3H7N3O

One molecule with the formula C3H7N3O (wB97M-V/def2-TZVPD, the OMol25 dataset).

```
14
C3H7N3O (wB97M-V/def2-TZVPD)
C 2.04623 0.33676 -0.08071
N 0.77496 0.81641 0.44763
C -0.34665 0.07286 0.10325
O -0.45301 -0.46196 -1.23880
N -0.86400 -1.24526 0.64266
C -1.66721 -0.76132 -0.49783
N -1.74014 0.61037 0.07187
H 1.92190 0.14295 -1.14737
H 2.40905 -0.58065 0.39866
H 2.79069 1.12777 0.03691
H 0.79494 0.99544 1.44456
H -1.39324 -1.05234 1.49940
H -2.48312 -1.29099 -0.98533
H -1.79040 1.28997 -0.69492
```

**Lowest unoccupied orbital energy**: 1.0553 eV
**HOMO energy**: -9.60 eV
**Orbital gap**: 10.65 eV

Atom charges from the Mulliken analysis, given in e for atoms 1 to 5: atom 1 (C): -0.83, atom 2 (N): -0.29, atom 3 (C): 0.50, atom 4 (O): -0.55, atom 5 (N): -0.53


(x)
# C3H7N3O

One molecule with the formula C3H7N3O (wB97M-V/def2-TZVPD, the OMol25 dataset).

```
14
C3H7N3O (wB97M-V/def2-TZVPD)
C -1.39706 -0.55089 1.82607
N -0.24509 -0.17481 1.08302
N -0.13322 -0.45076 -0.23346
C -0.89919 -1.62564 -0.58284
C 0.50117 0.17525 -1.14540
N 1.10618 1.39384 -1.14296
O 1.40294 1.66988 0.07371
H -1.87002 -1.48863 1.56049
H -1.37947 -0.25327 2.82040
H -0.47943 -2.42818 -0.01532
H -0.69124 -1.89128 -1.68151
H -2.02755 -1.57567 -0.24455
H 0.12985 -0.31808 -2.17639
H 0.76968 1.22583 0.61398
```

**Lowest unoccupied orbital energy**: -0.1435 eV
**HOMO energy**: -7.84 eV
**Orbital gap**: 7.69 eV
**SMILES**: C=NN(C)/C=N\O

Atom charges from the Mulliken analysis, given in e for atoms 1 to 5: atom 1 (C): -0.46, atom 2 (N): -0.72, atom 3 (N): 0.49, atom 4 (C): -0.92, atom 5 (C): 0.33


(y)
# C3H7N3O

One molecule with the formula C3H7N3O (wB97M-V/def2-TZVPD, the OMol25 dataset).

```
14
C3H7N3O (wB97M-V/def2-TZVPD)
H 2.79029 -0.45793 -0.62183
N 2.04567 -0.03144 -1.17900
C 0.88117 -0.33246 -0.74927
C -0.35527 -0.32832 -1.55249
C -0.45650 0.59996 -0.41435
N -0.94530 -0.06691 0.79829
N 0.30611 -0.39346 1.43490
O -1.62347 0.92868 1.60070
H -0.23276 0.14018 -2.52331
H -0.96314 -1.23400 -1.58676
H -0.46851 1.67585 -0.53111
H 0.72162 -1.32476 1.45581
H 0.67797 0.41350 1.93473
H -2.37789 0.41109 1.93370
```

**Lowest unoccupied orbital energy (alpha / beta)**: -0.1222 / 0.3653 eV
**HOMO energy (alpha / beta)**: -6.84 / -7.34 eV
**Orbital gap (alpha / beta)**: 6.72 / 7.71 eV
**SMILES**: [H]/N=C1/C[C@H]1N(N)O

Atom charges from the Mulliken analysis, given in e for atoms 1 to 5: atom 1 (H): 0.25, atom 2 (N): -0.64, atom 3 (C): 0.54, atom 4 (C): -0.68, atom 5 (C): -0.30


Most stable structure - (w); separation to the second - 67.2 kcal/mol.


(w)
# C3H7N3O

C3H7N3O as an isolated structure (wB97M-V/def2-TZVPD, the OMol25 dataset).

```
14
C3H7N3O (wB97M-V/def2-TZVPD)
C 0.86090 0.34883 0.37839
C 0.74602 -0.91367 0.97504
N -1.40602 -0.93985 0.49977
C -1.05816 0.46409 -0.09534
N 1.63194 0.51029 -0.81162
O -1.71137 0.39696 1.08410
N -1.32823 1.10407 -1.15537
H -2.34254 -1.32958 0.31170
H 0.98678 1.18678 1.05671
H 1.48276 1.42264 -1.22598
H 1.40403 -0.19309 -1.50499
H -0.83212 0.77465 -1.97648
H 0.97163 -1.81839 0.42653
H 0.59440 -1.01373 2.03754
```

**Lowest unoccupied orbital energy (alpha / beta)**: -0.1039 / -0.1049 eV
**HOMO energy (alpha / beta)**: -8.28 / -8.28 eV
**Orbital gap (alpha / beta)**: 8.17 / 8.17 eV

Atom charges from the Mulliken analysis, given in e for atoms 1 to 5: atom 1 (C): -0.03, atom 2 (C): -0.50, atom 3 (N): -0.43, atom 4 (C): 0.80, atom 5 (N): -0.64


(x)
# C3H7N3O

One molecule with the formula C3H7N3O (wB97M-V/def2-TZVPD, the OMol25 dataset).

```
14
C3H7N3O (wB97M-V/def2-TZVPD)
C -2.13275 0.32165 -0.40885
N -1.42922 1.17798 0.20189
N -0.34133 0.88115 1.09375
C 0.50184 0.03696 0.32650
N 0.44013 -1.32924 0.68483
C 1.43897 0.49724 -0.53270
O 2.40219 -0.28285 -1.09228
H -1.81375 -0.66539 -0.75364
H -3.09734 0.66352 -0.75165
H 0.08762 1.74734 1.40660
H -0.28580 -1.48935 1.36896
H 0.31914 -1.96219 -0.09820
H 1.49704 1.53481 -0.81973
H 2.41326 -1.13161 -0.62549
```

**Lowest unoccupied orbital energy**: 0.8233 eV
**HOMO energy**: -7.79 eV
**Orbital gap**: 8.61 eV
**SMILES**: C=NN/C(N)=C/O

Atom charges from the Mulliken analysis, given in e for atoms 1 to 5: atom 1 (C): -0.21, atom 2 (N): -0.48, atom 3 (N): -0.12, atom 4 (C): 0.34, atom 5 (N): -0.65


(y)
# C3H7N3O

One molecule with the formula C3H7N3O (wB97M-V/def2-TZVPD, the OMol25 dataset).

```
14
C3H7N3O (wB97M-V/def2-TZVPD)
C 1.56586 1.12144 -0.42162
N 1.28039 -0.28796 -0.35011
C 0.17921 -0.80998 0.01895
N 0.06968 -2.17277 0.16423
C -1.20424 -0.21016 0.38403
N -1.58415 1.01714 -0.04600
O -1.96621 -0.88454 1.06173
H 2.47575 1.31714 0.16506
H 0.76756 1.77032 -0.03862
H 1.81156 1.39676 -1.45776
H -0.71991 -2.45084 0.73078
H 0.93775 -2.65926 0.32073
H -1.08042 1.57155 -0.71416
H -2.53285 1.28115 0.18276
```

**Lowest unoccupied orbital energy**: 0.9048 eV
**HOMO energy**: -9.01 eV
**Orbital gap**: 9.92 eV
**SMILES**: C/N=C(/N)C(N)=O

Atom charges from the Mulliken analysis, given in e for atoms 1 to 5: atom 1 (C): -0.76, atom 2 (N): -0.54, atom 3 (C): 0.45, atom 4 (N): -0.48, atom 5 (C): 0.65


Most stable structure - (y); separation to the second - 68.8 kcal/mol.


(w)
# C16H14N4O2

One molecule with the formula C16H14N4O2 (wB97M-V/def2-TZVPD, the OMol25 dataset).

```
36
C16H14N4O2 (wB97M-V/def2-TZVPD)
O -0.58776 3.44336 -2.42898
C 0.21779 2.56482 -2.10956
C 1.45343 2.36656 -3.01930
C 1.31984 2.47994 -4.50177
C 1.42009 1.06535 -3.81124
N 0.08598 2.08271 -0.81485
C 0.90175 1.19554 -0.11837
C 0.24962 -0.13836 0.36998
N 1.16133 -0.96053 1.01646
N 1.00984 -2.14083 1.45058
C -0.14408 -2.86390 1.68660
O 0.14284 -3.97696 2.16857
C -1.55519 -2.38153 1.64946
C -2.66222 -3.15007 2.21275
C -3.95501 -2.74771 2.17008
C -4.27786 -1.57824 1.42877
C -3.26532 -0.81596 0.89936
C -1.94634 -1.21735 0.98903
C -1.12313 -0.29535 0.34309
C -1.91766 0.85353 -0.27870
C -1.19906 2.21679 -0.06915
N -3.26423 0.40928 0.21971
H 2.39906 2.58515 -2.65354
H 2.16235 2.90303 -5.08695
H 0.33823 2.56576 -4.93523
H 2.40437 0.48569 -3.93816
H 0.58768 0.32617 -3.56339
H 1.75978 0.94804 -0.64267
H 1.22769 1.83204 0.71867
H -2.59399 -4.04248 2.68843
H -4.82991 -3.30044 2.53189
H -5.25818 -1.19932 1.34629
H -1.91943 0.68080 -1.34284
H -1.76694 3.05072 -0.46652
H -1.02767 2.49699 0.98740
H -4.17668 0.80589 -0.13714
```

**Lowest unoccupied orbital energy**: -1.2770 eV
**HOMO energy**: -8.33 eV
**Orbital gap**: 7.05 eV
**SMILES**: O=C(C1CC1)N1Cc2nnc(=O)c3cccc4c3c2[C@H](C1)N4

Atom charges from the Mulliken analysis, given in e for atoms 1 to 5: atom 1 (O): -0.64, atom 2 (C): 0.50, atom 3 (C): -0.12, atom 4 (C): -0.73, atom 5 (C): -0.52


(x)
# C16H14N4O2

One molecule with the formula C16H14N4O2 (wB97M-V/def2-TZVPD, the OMol25 dataset).

```
36
C16H14N4O2 (wB97M-V/def2-TZVPD)
C -7.49465 -1.43969 0.11182
C -6.13696 -0.81578 0.04242
C -5.04739 -1.54263 -0.42767
C -3.78292 -0.98902 -0.47014
C -3.58029 0.32224 -0.04321
C -2.26260 0.99885 -0.07662
O -2.15447 2.21151 -0.14788
N -1.18055 0.16128 -0.00338
C 0.16511 0.50144 -0.03396
N 0.47220 1.79634 -0.15452
N 0.95353 -0.52058 0.05728
C 2.28752 -0.46820 0.05117
N 3.04517 -1.51260 0.14283
C 4.33135 -1.04210 0.10023
C 5.55275 -1.69909 0.15741
C 6.69516 -0.92544 0.08792
C 6.63770 0.46095 -0.03480
C 5.42941 1.13560 -0.09348
C 4.29015 0.36226 -0.02405
O 2.98391 0.73543 -0.05614
C -4.67349 1.06094 0.40680
C -5.93122 0.49573 0.45634
H -7.60042 -1.98844 1.04829
H -8.27384 -0.68254 0.07508
H -7.64172 -2.14222 -0.70517
H -5.19504 -2.55698 -0.76907
H -2.96847 -1.57490 -0.87132
H -1.32254 -0.83321 0.10800
H 1.43834 2.07538 -0.17842
H -0.28994 2.46425 -0.20156
H 5.59355 -2.77160 0.25252
H 7.66212 -1.40484 0.12967
H 7.55668 1.02531 -0.08556
H 5.37992 2.20905 -0.18852
H -4.51251 2.08187 0.71829
H -6.76668 1.07879 0.81524
```

**Lowest unoccupied orbital energy**: 0.0772 eV
**HOMO energy**: -7.83 eV
**Orbital gap**: 7.91 eV
**SMILES**: Cc1ccc(C(=O)N/C(N)=N/c2nc3ccccc3o2)cc1

Atom charges from the Mulliken analysis, given in e for atoms 1 to 5: atom 1 (C): -1.42, atom 2 (C): 0.93, atom 3 (C): -0.82, atom 4 (C): -0.61, atom 5 (C): 0.53


Most stable structure - (x); separation to the second - 147.0 kcal/mol.